# 1
The following is a DFT calculation (the ωB97M-V functional and the def2-TZVPD basis) of 2 unconnected molecules or ions with the total composition C5H13N.

## Properties
Lowest unoccupied orbital energy, hartree: -0.035
Energy above the lowest of the compared OMol25 structures with the same formula, charge and spin, kJ/mol: 655.2
Frontier orbital gap, eV: 5.553
2S+1: 1

```
19
Properties=species:S:1:pos:R:3:forces:R:3:mulliken_charge:R:1
H -3.0335 0.9359 -1.2910 0.2 -0.1 0.2 -0.21
H 2.7874 -0.9828 -0.1103 -0.1 -0.1 -0.4 0.44
C 1.9817 -0.2601 -0.0348 -0.9 0.2 -0.3 -0.15
C -1.5777 -0.8977 0.7066 -0.1 -0.7 0.3 -0.80
H 0.1059 1.4864 -0.8545 -0.2 -0.1 -0.1 0.30
H 2.4752 1.3457 1.3464 0.1 0.0 0.1 0.32
H 2.2450 -0.2563 2.0935 0.1 0.1 0.0 0.32
C 1.8954 0.4253 1.3181 -0.5 0.0 -0.2 -1.14
H -2.0951 -1.4245 -0.1334 0.2 0.2 -0.1 0.33
H 0.8375 0.6600 1.5025 0.1 0.1 0.0 0.41
H 0.8356 -1.1122 -1.7309 0.2 -0.5 0.3 0.43
H -3.6528 1.1909 -1.5948 -0.3 0.1 -0.2 0.20
C 0.7856 -0.4776 -0.8524 -0.8 1.0 0.1 -0.45
H 1.9902 0.5204 -0.8863 1.5 -0.1 0.4 0.20
C -0.3451 0.4780 -0.8080 -0.5 0.5 0.2 -0.65
N -1.1216 0.4336 0.4085 0.9 -0.5 0.1 -0.54
H -0.7921 -1.5960 1.0606 -0.3 0.1 0.0 0.21
H -2.2995 -0.8740 1.5296 0.0 0.2 -0.1 0.29
H -1.0219 0.4050 -1.6696 0.3 -0.3 -0.5 0.47
```
Positions in Å, forces in eV/Å.



# 2
The following is a DFT calculation (the ωB97M-V functional and the def2-TZVPD basis) of 2 unconnected molecules or ions with the total composition C5H13N.

## Properties
Lowest unoccupied orbital energy, hartree: 0.037
Energy above the lowest of the compared OMol25 structures with the same formula, charge and spin, kJ/mol: 172.9
Structure (SMILES): C=CC.CNC
Frontier orbital gap, eV: 10.006
2S+1: 1

```
19
Properties=species:S:1:pos:R:3:forces:R:3:mulliken_charge:R:1
H 1.4046 3.4253 -0.0675 0.5 0.1 0.6 0.34
H 1.6885 0.3308 -2.1359 -0.1 -0.1 0.0 0.29
H -0.0030 -1.2206 3.2620 0.0 0.0 -0.1 0.25
H 0.6537 1.0891 -3.3656 0.2 0.0 -0.1 0.29
H -1.9769 -2.0205 -0.3824 -0.1 0.7 -0.6 0.31
C -1.7423 -2.5099 0.5398 -0.1 0.2 -0.1 -1.03
H 0.1751 2.2201 0.1279 0.0 0.0 -0.1 0.28
C -0.7155 -1.8391 2.7260 0.2 0.2 0.9 -0.71
H -0.2510 -0.9590 0.9346 -0.3 0.4 0.1 0.22
C 1.1712 2.3964 -0.2901 -1.1 -0.1 -0.8 -0.82
H -1.1713 -2.6129 3.3333 -0.3 0.0 -0.2 0.26
N 1.1124 2.3522 -1.7641 0.2 -0.3 0.6 -0.42
H -0.0455 0.5599 -1.8808 0.0 0.2 0.3 0.23
C 0.8511 1.0217 -2.2966 0.0 -0.2 -0.2 -0.72
H -2.7154 -2.7710 0.9453 0.2 -0.5 0.3 0.33
H 2.0576 2.5947 -2.0397 -0.2 0.2 -0.4 0.25
C -0.9323 -1.6345 1.4447 0.7 -0.7 -0.7 0.11
H 1.8266 1.6486 0.1561 0.4 0.1 0.1 0.29
H -1.1401 -3.3599 0.2118 -0.2 -0.3 0.4 0.26
```
Positions in Å, forces in eV/Å.



# 3
The following is a DFT calculation (the ωB97M-V functional and the def2-TZVPD basis) of C5H13N in the gas phase.

## Properties
Lowest unoccupied orbital energy, hartree: 0.042
Energy above the lowest of the compared OMol25 structures with the same formula, charge and spin, kJ/mol: 211.3
Structure (SMILES): CCN(C)CC
Frontier orbital gap, eV: 9.628
2S+1: 1

```
19
Properties=species:S:1:pos:R:3:forces:R:3:mulliken_charge:R:1
N -0.0244 0.1022 -0.0904 0.7 -2.4 0.8 0.06
C 1.0633 2.2266 -0.0487 0.6 0.7 0.8 -1.00
H 1.7180 2.6599 -0.7678 0.8 0.9 -0.5 0.30
C -0.2791 -0.9481 1.0088 0.1 0.5 -1.3 -0.52
H 0.0559 2.5030 -0.4009 0.3 -0.4 0.5 0.33
H 0.4491 -1.7857 1.0516 0.0 0.4 -0.6 0.32
H -1.8582 -1.7957 -0.1966 0.1 -1.4 -0.1 0.34
H -2.4069 -0.6654 0.8803 0.4 -0.7 0.6 0.31
H -1.9155 -2.3236 1.7099 0.3 1.6 -2.5 0.29
C 1.3347 0.6930 -0.0790 -4.1 2.8 4.9 -0.80
H -1.3767 -0.4444 -1.6686 0.3 0.2 0.3 0.38
C -1.6962 -1.5344 0.8305 -0.4 1.0 2.5 -1.11
H 0.0378 -1.5116 -1.5976 -0.3 0.4 0.9 0.36
C -0.3134 -0.4572 -1.3779 0.5 -0.9 -3.1 -1.29
H 1.9925 0.4430 -0.7763 2.4 -1.5 -3.5 0.65
H 0.2318 -0.0010 -2.2741 -0.7 0.4 1.5 0.33
H 1.8202 0.5308 0.8812 0.0 -0.7 0.1 0.34
H 1.2954 2.7250 0.9748 -0.6 -0.9 -1.7 0.26
H -0.1282 -0.4166 1.9410 -0.4 0.1 0.3 0.43
```
Positions in Å, forces in eV/Å.



# 4
The following is a DFT calculation (the ωB97M-V functional and the def2-TZVPD basis) of C5H13N in the gas phase.

## Properties
Lowest unoccupied orbital energy, hartree: 0.043
Energy above the lowest of the compared OMol25 structures with the same formula, charge and spin, kJ/mol: 80.4
Structure (SMILES): CCCN(C)C
Frontier orbital gap, eV: 9.388
2S+1: 1

```
19
Properties=species:S:1:pos:R:3:forces:R:3:mulliken_charge:R:1
H 1.5318 0.4262 0.2770 -0.6 -0.5 -0.3 0.39
H -1.4459 0.8017 0.8408 0.8 0.4 0.0 0.23
C 1.0540 -1.1094 -1.7868 0.0 -0.1 0.4 -1.01
H -2.0954 -0.3429 -0.8880 0.0 0.2 -0.3 0.24
H 1.9594 -0.5070 -1.8768 0.0 -0.2 -0.1 0.30
H -1.3006 -1.8151 -0.3798 -0.2 -0.4 0.3 0.35
H 1.2964 -2.0842 -1.3530 0.3 -0.2 0.5 0.37
H -1.3460 -1.4696 -2.0972 -0.4 0.2 0.1 0.34
H 1.1288 1.8746 2.2317 -0.4 -0.3 0.1 0.32
H 0.4321 -0.8064 0.9406 0.2 -0.6 0.6 0.29
C 0.4831 0.0498 0.2843 0.2 -0.2 -1.4 -0.66
N 0.0523 -0.3669 -1.0630 -0.1 0.8 0.0 -0.03
H -0.0373 0.6831 2.9667 0.1 0.7 -0.6 0.32
C -0.3810 1.1447 0.8080 -0.6 0.1 1.3 -0.27
C -1.2675 -1.0067 -1.1115 1.2 -0.3 0.2 -0.95
H -0.3027 1.9985 0.1321 -0.2 0.0 0.1 0.28
C 0.0755 1.5304 2.2470 0.1 -0.2 -0.5 -1.23
H -0.5150 2.3730 2.5840 -0.2 0.1 0.3 0.36
H 0.6778 -1.3738 -2.7560 -0.1 0.2 -0.8 0.35
```
Positions in Å, forces in eV/Å.